Entry 1:
C20H25As2N3Pd as an isolated structure. Source: the Open Molecules 2025 dataset; level of theory: ωB97M-V/def2-TZVPD.

- Kohn-Sham gap: 6.2438 eV
- Calculated total energy: -5540.77823 a.u.
- E_HOMO: -5.5 eV

Each line ends with the Löwdin charge.
Positions of all 51 atoms, in Å:
H -1.7254 -4.9011 -0.5644  0.11
H 1.2897 3.4974 2.3355  0.02
H -4.8144 2.1541 -0.0457  0.10
C 1.7817 2.6937 -1.4666  -0.41
As 0.5449 2.6474 0.0750  1.07
C -1.2323 -2.9749 0.2882  -0.30
H -0.8654 4.5660 -0.9048  0.02
H -6.1890 0.0665 -0.3686  0.11
C 2.7975 -1.3590 -1.7498  -0.31
C 0.8229 -2.7750 1.2433  -0.17
C -0.1534 4.4892 -0.0836  -0.34
H 4.2182 2.7067 -4.4924  0.10
C 1.7584 3.7294 -2.4003  -0.12
N -2.5029 -2.5003 -0.0210  0.12
As 2.6313 0.0888 -0.4393  1.08
H 0.4312 -5.9131 0.1000  0.11
H 4.6928 1.0442 0.6983  0.02
H 2.5413 3.8655 1.1251  0.03
H -3.1380 -3.2307 -0.2919  0.12
C 1.8392 3.1098 1.4773  -0.32
Pd 0.2309 0.1539 0.2155  -0.03
H 2.1031 -4.4825 1.3332  0.10
C 0.2183 -4.8778 0.3338  -0.08
H 2.3756 2.2126 1.7837  -0.01
H 1.5200 -2.1078 1.7368  0.08
C 3.5351 2.7069 -3.6524  -0.09
C 2.6801 1.6370 -1.6569  -0.41
C 2.6208 3.7356 -3.4886  -0.09
H -2.3577 1.8938 0.2443  0.06
C 4.5204 0.1579 0.0891  -0.30
H 3.5248 -1.1445 -2.5325  0.01
H 1.8162 -1.5244 -2.1909  0.02
C -4.3624 1.1729 -0.0489  -0.08
H -0.6772 4.7059 0.8480  0.02
H 4.7590 -0.7290 0.6758  0.02
C -3.0033 1.0300 0.1182  -0.15
C 1.1501 -4.0900 1.0098  -0.08
C -4.4837 -1.2031 -0.2118  -0.02
C 3.5582 1.6666 -2.7349  -0.12
H 4.2702 0.8615 -2.8763  0.08
H 2.5779 4.5468 -4.2048  0.10
C -3.0918 -1.2377 -0.0199  -0.30
H 1.0634 4.5485 -2.2892  0.08
H 3.0985 -2.2645 -1.2207  0.01
H 5.1600 0.1951 -0.7918  0.02
H -5.0398 -2.1236 -0.3376  0.11
N -0.3393 -2.2033 0.8871  0.07
H 0.6476 5.2159 -0.2189  0.02
C -5.1172 0.0157 -0.2258  -0.08
N -2.3635 -0.1453 0.1306  0.09
C -0.9797 -4.3211 -0.0354  -0.02

Forces on atoms 1 to 2 (eV/Å):
0.00 0.00 0.00
0.01 -0.01 0.01

Entry 2:
A 2-piece molecular cluster, C2H9NOS2 overall in a non-equilibrium geometry. Source: the Open Molecules 2025 dataset; level of theory: ωB97M-V/def2-TZVPD.

- SMILES: NCCSS.O
- Kohn-Sham gap: 9.4675 eV
- Calculated total energy: -1007.94610 a.u.
- E_HOMO: -9.1 eV
- Energy relative to the best compared isomer or geometry (same formula, charge and spin): 46.64 kJ/mol

Each line ends with the Löwdin charge.
Positions of all 15 atoms, in Å:
C 0.3532 0.2229 0.1101  -0.55
O 3.0647 1.4159 -1.7271  -0.09
C 1.1162 -1.0758 -0.1471  -0.38
H 3.9778 1.1941 -1.9228  0.03
H 2.6176 0.6087 -1.3848  -0.01
H 1.0479 -1.2721 -1.2017  0.10
S -2.5478 -0.0601 1.3575  0.28
H 2.9341 -1.8414 -0.3658  0.08
H 1.0300 1.0001 -0.2900  0.07
S -1.4189 0.1812 -0.3928  0.41
N 2.5567 -0.9626 -0.0222  -0.03
H -2.3646 1.1833 1.9202  -0.18
H 2.8605 -0.9286 0.9462  0.08
H 0.3605 0.3838 1.2225  0.07
H 0.7880 -1.9893 0.3748  0.12

Forces on atoms 1 to 2 (eV/Å):
0.83 -0.67 2.29
-0.77 -0.06 -0.04

Entry 3:
One molecule with the formula C4H4N2O. Source: the Open Molecules 2025 dataset; level of theory: ωB97M-V/def2-TZVPD.

- SMILES: O=c1cc[nH]cn1
- Kohn-Sham gap: 10.1409 eV
- Calculated total energy: -339.55564 a.u.
- E_HOMO: -9.7 eV
- Energy relative to the best compared isomer or geometry (same formula, charge and spin): 68.33 kJ/mol

Each line ends with the Löwdin charge.
Positions of all 11 atoms, in Å:
C 0.4176 -0.9948 -0.6713  0.01
H 0.8245 -1.8253 -1.2359  0.11
O -1.4723 -2.2166 0.0443  0.07
N -1.5621 0.0510 0.3633  0.15
C -0.8239 1.0742 0.5487  -0.18
C 1.1103 0.1268 -0.4549  -0.10
H -1.2432 2.0064 0.9350  0.13
H 2.0868 0.3216 -0.8924  0.12
H 1.0030 1.3827 1.1637  0.14
N 0.5381 1.1678 0.2896  0.02
C -0.9214 -1.1444 -0.0664  -0.47

Forces on atoms 1 to 2 (eV/Å):
0.00 0.13 -0.04
-0.11 0.15 -0.04

Entry 4:
A 3-piece molecular cluster, C33H57F9N4O2S2 overall in a non-equilibrium geometry. Source: the Open Molecules 2025 dataset; level of theory: ωB97M-V/def2-TZVPD.

- Expectation value of S²: 2.0082
- Spin multiplicity: 3
- Kohn-Sham gap (alpha / beta): 8.7548 / 9.3943 eV
- Calculated total energy: -3356.08016 a.u.
- E_HOMO (alpha / beta): -8.3 / -9.3 eV

Each line ends with the Löwdin charge.
Positions of all 107 atoms, in Å:
F 5.5502 -6.1813 -8.5780  -0.10
H 3.1864 -0.4129 -0.6792  0.08
H -0.7949 1.5658 3.2736  0.13
H 0.3643 -4.4710 -2.8763  0.14
H -4.5538 8.0743 6.2483  0.10
H 1.4284 -4.0705 -0.5899  0.12
C -4.6497 7.2552 3.4773  -0.49
H 0.2761 2.6076 -2.0503  0.08
N -5.1530 5.8791 3.7618  -0.08
C 2.7591 -3.5150 -2.1209  -0.17
F 5.0581 -6.8360 -6.5306  -0.13
S 1.8768 -5.6969 -4.8037  0.90
H -4.9692 7.0411 1.3421  0.09
H -5.4504 9.2503 3.2104  0.09
C 0.1868 3.4506 0.5422  -0.13
H -6.5898 7.2005 6.0840  0.06
H 3.5511 -3.9643 -2.7105  0.08
C 4.4283 -7.7761 -3.7162  -0.20
F 5.2162 -5.2781 -4.4426  0.10
H 2.3888 -0.8375 -2.1777  0.08
H 3.9036 -7.6086 -4.6431  0.07
C -4.2874 5.9256 6.0965  -0.13
H -2.9112 7.5340 6.4817  0.11
H 2.1290 -2.9979 -2.8357  0.11
C -1.9707 -0.1560 1.4605  -0.04
C -5.4477 5.5295 5.1832  -0.49
F 7.8281 -4.8334 -5.5272  0.12
C -1.0032 3.1015 -0.3514  -0.49
F 5.6728 -4.7160 -6.9479  -0.11
C -3.8089 7.3610 5.8853  -0.17
C 0.1079 -7.1222 -3.5972  -0.29
N -0.9032 -6.1641 -0.5374  0.19
H 6.3076 -8.1814 -4.5761  0.12
C -3.4966 7.6189 4.4123  -0.13
H 2.7405 -4.7534 -4.4113  -0.13
C -5.6933 4.0294 5.3025  -0.04
H -1.8198 5.0999 -0.5434  0.09
O -0.7192 0.8529 -0.6416  -0.03
F 7.5384 -5.4672 -7.9148  -0.12
F 6.9071 -7.5588 -7.5090  -0.13
C -6.7514 6.2129 5.6553  -0.03
C 2.5989 -1.1763 -1.1753  -0.07
C -3.0053 2.0298 1.8838  -0.03
H 2.0918 -8.3625 -2.9468  0.12
C 5.9179 -7.4969 -3.8317  -0.07
H -2.4010 4.2991 0.8889  0.05
H -3.7525 2.1402 1.0981  0.09
F 8.1372 -6.9763 -5.4741  0.13
H -1.4092 2.9299 -2.4750  0.09
S 6.2988 -6.1322 -7.2018  0.75
C -0.0650 3.1643 2.0211  -0.17
H -3.2368 8.6690 4.2652  0.12
H -7.4654 6.3044 4.8369  0.09
O -4.3587 5.0035 3.2445  -0.03
H -3.0305 3.8299 -0.6903  0.09
H -5.9752 3.7916 6.3272  0.09
H -0.3311 4.2561 -2.0320  0.09
H -1.0951 -0.7395 1.1806  0.07
H 4.3704 -2.2236 -1.6335  0.12
H 1.6756 -1.3078 -0.6215  0.08
H 4.1603 -7.4758 -1.6483  0.12
C -0.5916 3.2211 -1.8144  -0.04
C 6.2782 -6.0858 -4.2866  -0.45
H 1.9299 -7.4088 -1.4752  0.12
H -6.5020 3.7105 4.6434  0.09
F 7.0381 -5.5135 -3.3014  0.11
H -3.3036 6.7239 1.8417  0.07
H -3.4448 5.2485 5.9231  0.12
H 0.4376 4.5045 0.4051  0.12
H -7.2305 5.6209 6.4337  0.08
H -4.8063 3.4446 5.0657  0.08
C -0.5332 1.7248 2.2254  -0.13
H -2.8059 -0.4655 0.8306  0.09
H -4.5894 5.7835 7.1362  0.13
H -2.8184 3.0103 2.3172  0.05
N -0.8018 -7.7565 -3.9463  0.21
C -2.1319 4.1316 -0.1514  -0.03
H 1.0626 2.8791 0.2177  0.12
C 3.7345 -7.0658 -2.5594  -0.19
C 3.4098 -2.4625 -1.1906  -0.42
C 3.7014 -2.9800 0.2179  -0.07
H 6.4351 -7.7213 -2.9114  0.14
H -6.0892 8.4804 4.6335  0.06
H -2.6101 7.0391 4.1352  0.12
H -0.7970 3.8687 2.4263  0.10
C -4.1786 7.3439 2.0298  -0.04
H -2.2118 -0.4067 2.4924  0.09
C 2.2322 -7.3835 -2.5147  -0.16
C 1.9401 -4.5765 -1.3999  -0.16
H 2.8253 -2.8980 0.8494  0.08
C -0.1951 -5.7198 -1.3573  -0.20
C -1.7285 1.3454 1.3514  -0.49
H 2.5489 -5.3356 -0.9314  0.11
C 7.1969 -6.0231 -5.5351  -0.43
H -3.4624 1.4377 2.6758  0.08
H 4.0389 -4.0045 0.1762  0.07
H -6.6580 7.9809 3.0394  0.09
C 1.2914 -6.3777 -3.2067  -0.67
C -5.7811 8.2914 3.6085  -0.03
H -3.9061 8.3735 1.8019  0.09
N -1.4917 1.7185 -0.0749  -0.09
C 0.8418 -5.2100 -2.2477  -0.29
H 0.3021 1.0505 2.0082  0.12
H 4.3340 -8.8400 -3.5227  0.12
H 4.4830 -2.3698 0.6458  0.08
H 3.9319 -6.0043 -2.5355  0.08
H 0.8557 3.3289 2.5846  0.11

Forces on atoms 1 to 2 (eV/Å):
-0.12 -0.04 -0.24
-0.03 0.34 0.19